<1>
{"formula": "HO2PS", "method": "wB97M-V/def2-TZVPD", "homo_lumo_gap_ev": [8.13, 8.13], "lumo_ev": [-1.77, -1.77], "elements": ["O", "O", "P", "S", "H"], "positions_angstrom": [[3.605, -0.154, 0.047], [1.883, 1.550, -0.301], [1.028, -1.421, -0.010], [2.214, 0.167, 0.098], [-0.379, -0.099, 0.363]], "nbo_charge": [-0.85, -0.83, 0.00, 1.66, 0.03]}

<2>
{"formula": "HO2PS", "method": "wB97M-V/def2-TZVPD", "homo_lumo_gap_ev": [7.42, 7.06], "lumo_ev": [-2.22, -2.54], "elements": ["O", "O", "P", "S", "H"], "positions_angstrom": [[-2.200, 0.255, 0.205], [0.939, 1.204, -0.181], [0.790, -0.205, -0.820], [-0.893, -0.241, 0.561], [1.364, -1.013, 0.235]], "nbo_charge": [-0.74, -0.92, 0.85, 0.94, -0.12]}

<3>
{"formula": "HO2PS", "method": "wB97M-V/def2-TZVPD", "homo_lumo_gap_ev": [7.79, 7.77], "lumo_ev": [-1.34, -1.35], "smiles": "O=P.O=S", "elements": ["O", "O", "P", "S", "H"], "positions_angstrom": [[0.130, -1.426, -1.028], [-0.853, 1.311, 2.589], [1.267, -0.549, -1.387], [-2.284, 1.426, 2.656], [1.739, -0.763, -2.830]], "nbo_charge": [-0.94, -0.70, 1.13, 0.70, -0.19]}

We find <2> to be the most stable, with the next structure 25.5 kJ/mol higher.

<1>
{"formula": "H6O3", "method": "wB97M-V/def2-TZVPD", "homo_lumo_gap_ev": [3.01, 10.93], "spin_multiplicity": 2, "total_charge": -1, "lumo_ev": [3.96, 3.91], "elements": ["O", "H", "H", "O", "H", "H", "O", "H", "H"], "positions_angstrom": [[0.166, 0.674, -3.296], [-0.430, -0.018, -3.584], [0.215, 0.569, -2.346], [0.685, 0.603, -0.323], [0.527, 0.194, 0.528], [1.565, 0.974, -0.252], [-0.955, -1.303, 2.851], [-0.437, -1.265, 3.654], [-1.336, -0.429, 2.769]], "nbo_charge": [-0.98, 0.45, 0.50, -1.22, 0.40, 0.41, -1.26, 0.35, 0.34]}

<2>
{"formula": "H6O3", "method": "wB97M-V/def2-TZVPD", "homo_lumo_gap_ev": [2.99, 10.59], "spin_multiplicity": 2, "total_charge": -1, "lumo_ev": [4.00, 3.91], "elements": ["O", "H", "H", "O", "H", "H", "O", "H", "H"], "positions_angstrom": [[0.817, 1.967, -1.811], [0.528, 2.138, -2.708], [1.754, 2.164, -1.820], [0.718, -0.399, 0.884], [1.453, 0.039, 1.312], [0.681, -0.008, 0.011], [-2.085, -2.058, 1.743], [-2.473, -1.391, 1.176], [-1.393, -2.452, 1.212]], "nbo_charge": [-1.46, 0.33, 0.28, -1.05, 0.44, 0.48, -0.96, 0.46, 0.47]}

<3>
{"formula": "H6O3", "method": "wB97M-V/def2-TZVPD", "homo_lumo_gap_ev": [3.43, 10.34], "spin_multiplicity": 2, "total_charge": -1, "lumo_ev": [4.08, 4.05], "elements": ["O", "H", "H", "O", "H", "H", "O", "H", "H"], "positions_angstrom": [[-0.733, 1.717, 0.741], [-1.136, 2.302, -0.015], [-0.256, 2.293, 1.512], [1.767, -0.878, -0.458], [2.027, -1.772, -0.665], [0.886, -0.976, -0.419], [-0.949, -0.992, -0.273], [-0.954, -0.395, -0.943], [-1.242, -0.229, 0.453]], "nbo_charge": [-1.47, 0.27, 0.30, -0.94, 0.44, 0.48, -1.03, 0.45, 0.50]}

We find <1> to be the most stable, with the next structure 17.9 kJ/mol higher.

<1>
{"formula": "C2H5N4O", "method": "wB97M-V/def2-TZVPD", "homo_lumo_gap_ev": 10.15, "total_charge": 1, "lumo_ev": -3.85, "smiles": "[NH+]#CON=C(N)N", "elements": ["C", "C", "N", "N", "N", "N", "O", "H", "H", "H", "H", "H"], "positions_angstrom": [[-0.535, 1.147, -1.882], [0.103, -0.358, 0.864], [-0.935, 1.047, -2.972], [-0.349, -1.315, 1.679], [-0.777, 0.222, 0.068], [1.413, -0.065, 0.863], [-0.097, 1.213, -0.766], [-1.604, 1.218, -3.701], [-1.336, -1.498, 1.736], [0.267, -1.736, 2.355], [2.056, -0.526, 1.485], [1.792, 0.651, 0.270]], "nbo_charge": [0.94, 0.57, -0.52, -0.77, -0.29, -0.79, -0.33, 0.49, 0.43, 0.42, 0.42, 0.42]}

<2>
{"formula": "C2H5N4O", "method": "wB97M-V/def2-TZVPD", "homo_lumo_gap_ev": 11.17, "total_charge": 1, "lumo_ev": -4.05, "smiles": "[H]/N=C1\\ON1C(N)=[NH2+]", "elements": ["C", "C", "N", "N", "N", "N", "O", "H", "H", "H", "H", "H"], "positions_angstrom": [[2.296, 0.107, -0.181], [-0.244, 0.178, -0.076], [2.996, -0.713, 0.388], [-0.845, -0.991, -0.286], [1.013, 0.190, -0.725], [-0.867, 1.212, 0.406], [1.988, 1.353, -0.529], [3.853, -0.550, 0.793], [-0.301, -1.803, -0.709], [-1.885, -1.120, -0.075], [-1.982, 1.271, 0.603], [-0.405, 2.090, 0.612]], "nbo_charge": [0.68, 0.64, -0.62, -0.74, -0.19, -0.74, -0.28, 0.41, 0.46, 0.45, 0.47, 0.45]}

We find <1> to be the most stable, with the next structure 62.3 kJ/mol higher.

<1>
{"formula": "C8H24ClO8", "method": "wB97M-V/def2-TZVPD", "homo_lumo_gap_ev": 8.47, "total_charge": -1, "lumo_ev": 2.92, "elements": ["Cl", "C", "C", "O", "O", "H", "H", "H", "H", "H", "H", "C", "C", "O", "O", "H", "H", "H", "H", "H", "H", "C", "C", "O", "O", "H", "H", "H", "H", "H", "H", "C", "C", "O", "O", "H", "H", "H", "H", "H", "H"], "positions_angstrom": [[0.637, 0.371, -1.028], [-0.253, -0.237, 2.801], [0.480, -1.568, 2.589], [-0.328, -2.641, 3.027], [-1.133, 0.150, 1.789], [0.578, 0.452, 2.949], [-0.782, -0.213, 3.754], [1.366, -1.474, 3.216], [0.873, -1.651, 1.576], [-1.162, -2.531, 2.563], [-0.598, 0.267, 1.001], [0.072, 3.675, 2.329], [1.584, 3.380, 1.943], [1.764, 2.962, 0.570], [-0.417, 4.660, 1.456], [-0.070, 3.942, 3.376], [-0.508, 2.796, 2.048], [1.917, 2.513, 2.514], [2.291, 4.180, 2.163], [1.154, 2.269, 0.307], [-0.782, 4.227, 0.680], [-2.947, 0.541, -2.874], [-4.183, 1.480, -3.146], [-5.390, 1.182, -2.484], [-2.931, 0.058, -1.552], [-1.937, 0.844, -3.149], [-2.999, -0.218, -3.655], [-4.365, 1.607, -4.213], [-3.998, 2.472, -2.732], [-5.379, 1.471, -1.569], [-1.999, 0.010, -1.328], [2.445, -3.476, -0.924], [3.480, -4.006, -1.940], [4.268, -2.963, -2.327], [1.607, -2.676, -1.770], [2.775, -2.770, -0.161], [1.854, -4.256, -0.444], [2.916, -4.508, -2.726], [4.149, -4.596, -1.314], [5.130, -3.279, -2.045], [0.819, -2.443, -1.274]], "nbo_charge": [-0.93, -0.09, -0.10, -0.73, -0.75, 0.14, 0.17, 0.16, 0.18, 0.47, 0.50, -0.10, -0.08, -0.75, -0.73, 0.17, 0.18, 0.15, 0.17, 0.50, 0.48, -0.11, -0.07, -0.73, -0.74, 0.20, 0.13, 0.17, 0.15, 0.48, 0.51, -0.09, -0.07, -0.69, -0.73, 0.18, 0.15, 0.18, 0.14, 0.46, 0.48]}

<2>
{"formula": "C8H24ClO8", "method": "wB97M-V/def2-TZVPD", "homo_lumo_gap_ev": 9.46, "total_charge": -1, "lumo_ev": 3.05, "elements": ["Cl", "C", "C", "O", "O", "H", "H", "H", "H", "H", "H", "C", "C", "O", "O", "H", "H", "H", "H", "H", "H", "C", "C", "O", "O", "H", "H", "H", "H", "H", "H", "C", "C", "O", "O", "H", "H", "H", "H", "H", "H"], "positions_angstrom": [[-9.007, 5.665, 11.430], [-6.532, 10.577, 12.348], [-7.667, 9.605, 12.559], [-7.323, 8.409, 11.863], [-6.354, 10.880, 10.933], [-5.583, 10.095, 12.605], [-6.659, 11.535, 12.853], [-8.586, 9.927, 12.052], [-7.850, 9.477, 13.628], [-7.826, 7.652, 12.205], [-6.951, 10.281, 10.468], [-8.396, 2.874, 13.832], [-7.912, 1.727, 14.714], [-6.531, 1.546, 14.673], [-7.909, 2.656, 12.518], [-8.087, 3.853, 14.223], [-9.490, 2.973, 13.862], [-8.542, 0.887, 14.389], [-8.263, 1.912, 15.734], [-6.308, 0.908, 13.994], [-7.883, 3.541, 12.123], [-12.422, 6.769, 13.162], [-11.579, 6.841, 14.410], [-10.183, 7.100, 14.163], [-12.115, 5.716, 12.274], [-12.438, 7.743, 12.648], [-13.480, 6.644, 13.425], [-11.627, 5.940, 15.035], [-11.923, 7.671, 15.037], [-9.953, 6.762, 13.281], [-11.161, 5.787, 12.102], [-10.795, 2.336, 10.782], [-11.708, 1.469, 9.912], [-12.548, 2.291, 9.124], [-10.005, 3.076, 9.867], [-10.119, 1.672, 11.341], [-11.349, 2.970, 11.478], [-12.280, 0.802, 10.563], [-11.069, 0.809, 9.310], [-11.915, 2.900, 8.710], [-9.584, 3.827, 10.333]], "nbo_charge": [-0.88, -0.08, -0.10, -0.75, -0.74, 0.18, 0.17, 0.16, 0.18, 0.51, 0.47, -0.09, -0.08, -0.71, -0.75, 0.17, 0.16, 0.15, 0.16, 0.48, 0.51, -0.10, -0.09, -0.76, -0.74, 0.15, 0.17, 0.16, 0.16, 0.49, 0.49, -0.10, -0.08, -0.73, -0.78, 0.16, 0.18, 0.16, 0.15, 0.48, 0.51]}

We find <2> to be the most stable, with the next structure 201.8 kJ/mol higher.

<1>
{"formula": "C2H6N3", "method": "wB97M-V/def2-TZVPD", "homo_lumo_gap_ev": [5.14, 10.92], "spin_multiplicity": 3, "total_charge": 1, "lumo_ev": [-5.37, -6.66], "elements": ["C", "C", "N", "N", "N", "H", "H", "H", "H", "H", "H"], "positions_angstrom": [[1.815, 0.902, -0.040], [-1.467, 0.294, 0.076], [0.939, -1.309, 0.133], [1.422, -0.286, 0.072], [-1.344, -0.963, -0.102], [1.989, 1.474, 0.856], [2.362, 1.163, -0.932], [-1.406, 0.984, -0.759], [-1.593, 0.718, 1.063], [-1.269, -1.361, -1.036], [-1.448, -1.618, 0.669]], "nbo_charge": [-0.02, 0.02, 0.01, -0.17, -0.59, 0.21, 0.20, 0.22, 0.23, 0.44, 0.45]}

<2>
{"formula": "C2H6N3", "method": "wB97M-V/def2-TZVPD", "homo_lumo_gap_ev": [7.54, 10.51], "spin_multiplicity": 3, "total_charge": 1, "lumo_ev": [-5.68, -5.73], "elements": ["C", "C", "N", "N", "N", "H", "H", "H", "H", "H", "H"], "positions_angstrom": [[-0.653, 0.402, -2.350], [0.664, -0.678, 2.386], [-0.572, 1.157, -1.271], [0.476, -0.414, 1.108], [-0.396, 1.811, -0.389], [0.050, -0.589, -2.115], [-0.549, 0.804, -3.435], [-1.654, -0.087, -2.336], [-0.181, -1.159, 2.961], [1.289, 0.119, 3.039], [1.526, -1.364, 2.401]], "nbo_charge": [-0.58, -0.62, 0.16, -0.16, 0.39, 0.35, 0.35, 0.32, 0.26, 0.26, 0.26]}

We find <1> to be the most stable, with the next structure 37.6 kJ/mol higher.

<1>
{"formula": "CHF3O2S", "method": "wB97M-V/def2-TZVPD", "homo_lumo_gap_ev": [9.16, 9.16], "lumo_ev": [-2.44, -2.44], "elements": ["C", "O", "O", "F", "F", "F", "S", "H"], "positions_angstrom": [[1.019, -0.149, 0.207], [-0.614, 1.743, -0.999], [-1.374, 0.826, 1.093], [-0.394, -1.922, 0.348], [1.545, -0.454, 1.339], [1.847, -0.329, -0.779], [-0.778, 0.557, -0.172], [-1.252, -0.272, -1.037]], "nbo_charge": [0.81, -0.89, -0.83, -0.70, -0.21, -0.24, 1.95, 0.11]}

<2>
{"formula": "CHF3O2S", "method": "wB97M-V/def2-TZVPD", "homo_lumo_gap_ev": [8.42, 8.42], "lumo_ev": [-3.24, -3.24], "elements": ["C", "O", "O", "F", "F", "F", "S", "H"], "positions_angstrom": [[1.054, -0.185, 0.794], [0.194, -0.056, -0.351], [-1.952, 1.455, -0.953], [1.808, 0.880, 1.242], [2.001, -1.260, 0.906], [0.343, -0.483, 2.028], [-1.825, -0.043, -1.012], [-1.623, -0.307, -2.653]], "nbo_charge": [1.17, -0.79, -0.70, -0.32, -0.35, -0.39, 1.27, 0.10]}

We find <2> to be the most stable, with the next structure 82.6 kJ/mol higher.